# C18H25NO5

C18H25NO5 in the gas phase (ωB97M-V/def2-TZVPD, the Open Molecules 2025 dataset).

Each line ends with the Mulliken charge.
Atoms and positions in Å:
1 C -4.77063 -0.23328 2.55962  -1.102
2 C -5.05764 0.24521 1.14006  -0.574
3 H -5.24046 1.32577 1.11503  0.366
4 H -5.94726 -0.26048 0.75303  0.376
5 O -4.03718 -0.11350 0.22738  -0.377
6 C -2.86833 0.58339 0.18153  1.069
7 C -2.60159 1.70919 0.95718  -0.248
8 C -1.38856 2.36280 0.88912  -1.394
9 C -0.39865 1.90626 0.02696  -0.013
10 C -0.66244 0.80015 -0.77492  -0.063
11 C -1.87651 0.13154 -0.72029  -0.048
12 O -1.95480 -0.96901 -1.52114  -0.521
13 C -3.18500 -1.37039 -2.10374  -0.235
14 C -3.79316 -0.29026 -2.99010  -1.076
15 H -4.66644 -0.68625 -3.50073  0.389
16 H -4.09584 0.56745 -2.39423  0.256
17 H -3.06819 0.03894 -3.73110  0.313
18 H -2.90740 -2.24027 -2.70568  0.397
19 H -3.89948 -1.68233 -1.33705  0.196
20 H 0.07845 0.43267 -1.46664  0.606
21 C 0.90131 2.60445 0.00222  0.563
22 O 1.20772 3.51042 0.73702  -0.645
23 O 1.72676 2.09767 -0.93841  -0.336
24 C 3.05261 2.59896 -0.99577  -0.456
25 H 3.25512 2.91861 -2.02159  0.320
26 H 3.15360 3.46181 -0.32721  0.342
27 C 4.09402 1.54557 -0.59542  0.556
28 O 5.27983 1.79193 -0.63470  -0.700
29 N 3.56711 0.37320 -0.21327  -0.035
30 H 2.56441 0.26183 -0.24365  0.100
31 C 4.34694 -0.76723 0.21249  -0.129
32 C 3.97389 -1.17882 1.65375  -0.873
33 H 3.24695 -0.47005 2.05242  0.321
34 H 4.84314 -1.16211 2.30811  0.276
35 C 3.36619 -2.58439 1.55752  -0.590
36 H 4.12938 -3.33599 1.76348  0.297
37 H 2.54975 -2.72803 2.26344  0.349
38 C 2.91251 -2.70660 0.10473  -0.369
39 H 2.78836 -3.74211 -0.20778  0.392
40 H 1.96206 -2.18962 -0.04073  0.074
41 C 4.02795 -1.99456 -0.65470  -0.955
42 H 3.74455 -1.70732 -1.66611  0.358
43 H 4.90555 -2.63869 -0.71208  0.342
44 H 5.39094 -0.45899 0.12389  0.572
45 H -1.19217 3.22603 1.50498  0.480
46 H -3.34705 2.08250 1.64034  0.370
47 H -3.87225 0.23231 2.95689  0.360
48 H -5.61052 0.01264 3.20334  0.386
49 H -4.62755 -1.31096 2.56255  0.313

Properties
- structure (SMILES) = CCOc1ccc(C(=O)OCC(=O)NC2CCCC2)cc1OCC
- energy above the lowest of the compared OMol25 structures with the same formula, charge and spin (kJ/mol) = 180.3
- HOMO-LUMO gap (Eh) = 0.336
- charge = 0
- spin multiplicity = 1

=====

# C18H25PPtS4

C18H25PPtS4 as an isolated structure (ωB97M-V/def2-TZVPD, the Open Molecules 2025 dataset).

Each line ends with the Mulliken charge.
Atoms and positions in Å:
1 Pt -0.38508 -1.38492 -0.54766  0.882
2 C -0.76315 2.80027 0.53365  -1.818
3 C -0.03710 2.16626 -0.64898  1.275
4 C 0.06848 3.18663 -1.79329  -1.559
5 C -0.71085 0.91625 -1.18967  -0.139
6 C -2.05723 0.56830 -0.85850  0.065
7 C -2.75172 -0.42510 -1.53019  -0.910
8 C -2.11130 -1.19561 -2.50584  0.799
9 C -2.82893 -2.28762 -3.22737  -1.662
10 C -0.78069 -0.87981 -2.82638  -0.916
11 C -0.11985 0.20636 -2.22795  -0.353
12 H -0.14823 3.58844 0.96176  0.378
13 H -0.98286 2.08774 1.33036  0.270
14 H -1.70144 3.26194 0.21627  0.516
15 H 0.97750 1.88885 -0.34351  -0.211
16 H -0.92319 3.45258 -2.16532  0.407
17 H 0.66076 2.81467 -2.62885  0.394
18 H 0.54393 4.09533 -1.42633  0.454
19 H -2.56725 1.13037 -0.08730  0.469
20 H -3.78564 -0.62555 -1.27920  0.519
21 H -3.47653 -2.85403 -2.55972  0.403
22 H -2.14201 -2.96221 -3.73158  0.399
23 H -3.46615 -1.83707 -3.99345  0.386
24 H -0.27375 -1.43179 -3.60555  0.574
25 H 0.87633 0.47957 -2.54788  0.490
26 S -1.00388 -3.62967 -0.02628  -0.073
27 S -0.61160 -4.71219 -1.62904  0.094
28 S 1.26839 -4.19011 -2.24958  0.201
29 S 1.93751 -2.87630 -1.10351  0.115
30 C 0.90822 -2.63365 2.41816  -1.260
31 P 0.22316 -1.16016 1.63485  0.880
32 C -1.21201 -0.72185 2.62458  -1.336
33 C 1.45862 0.13120 1.76822  0.678
34 C 2.71685 -0.08438 1.19677  -0.579
35 C 3.69796 0.88641 1.28866  -0.776
36 C 3.43005 2.07965 1.95350  -0.619
37 C 2.18800 2.29413 2.53125  -0.777
38 C 1.19929 1.32321 2.43899  -0.435
39 H 1.76236 -3.01088 1.85893  0.368
40 H 0.16567 -3.42119 2.50342  0.508
41 H 1.24110 -2.33544 3.41558  0.469
42 H -0.90218 -0.53167 3.65396  0.500
43 H -1.90138 -1.56732 2.61824  0.382
44 H -1.72000 0.15299 2.22692  0.348
45 H 2.94093 -1.01653 0.69513  0.234
46 H 4.67365 0.71349 0.85472  0.466
47 H 4.19885 2.83710 2.02995  0.445
48 H 1.98854 3.21354 3.06507  0.501
49 H 0.23787 1.49974 2.91399  0.556

Properties
- energy above the lowest of the compared OMol25 structures with the same formula, charge and spin (kJ/mol) = 15.0
- HOMO-LUMO gap (alpha / beta) (Eh) = 0.222 / 0.222
- charge = +2
- spin multiplicity = 1

=====

# C18H26B3CaF12O15

C18H26B3CaF12O15 as an isolated structure in a non-equilibrium geometry (ωB97M-V/def2-TZVPD, the Open Molecules 2025 dataset).

Each line ends with the Mulliken charge.
Atoms and positions in Å:
1 Ca 1.58414 1.24469 -0.68011  1.962
2 B 4.05167 2.31517 -3.95492  0.565
3 F 2.70337 2.07473 -4.04611  -0.399
4 F 4.75624 1.71482 -5.00724  -0.408
5 F 4.23900 3.65725 -4.03208  -0.372
6 F 4.54432 1.83348 -2.81158  -0.350
7 B 3.41334 -2.96386 -3.40297  0.605
8 F 4.69883 -2.92890 -3.16073  -0.352
9 F 2.86307 -2.10717 -2.49369  -0.378
10 F 3.17013 -2.53133 -4.70428  -0.416
11 F 2.66016 -4.15526 -3.13598  -0.454
12 B 3.51343 6.01969 0.03153  0.547
13 F 4.84931 5.91704 -0.28617  -0.403
14 F 2.95803 6.57820 -1.11259  -0.415
15 F 2.98447 4.78789 0.34914  -0.351
16 F 3.35938 6.91690 1.05196  -0.382
17 C 7.67776 -2.76742 2.45191  -0.264
18 C 8.31028 -1.42311 2.14485  -0.375
19 O 7.29376 -0.54833 2.27123  -0.307
20 C 6.12780 -1.17671 2.06973  0.698
21 O 5.02140 -0.69328 1.92179  -0.561
22 O 6.39887 -2.48483 1.93846  -0.309
23 H 7.46176 -3.16945 3.44176  0.272
24 H 8.23185 -3.44531 1.80264  0.249
25 H 8.74854 -1.28974 1.15579  0.296
26 H 9.11581 -1.25585 2.85986  0.300
27 C -2.67879 8.40003 -2.10044  -0.232
28 C -2.99461 8.01628 -3.55857  -0.340
29 O -2.29155 6.76356 -3.70261  -0.325
30 C -2.08023 6.22854 -2.51125  0.683
31 O -1.58105 5.10029 -2.34699  -0.581
32 O -2.38806 7.08988 -1.53813  -0.288
33 H -3.53066 8.96867 -1.72752  0.299
34 H -1.82762 9.08020 -2.13187  0.272
35 H -2.66543 8.68442 -4.35439  0.283
36 H -4.04598 7.85034 -3.79347  0.231
37 C -0.42953 -7.23166 2.82248  -1.465
38 C -0.38877 -6.28523 1.55918  0.362
39 C -1.55611 -6.17890 0.69766  -0.287
40 O -1.72710 -4.81808 0.52168  -0.300
41 C -0.75017 -4.17825 1.21593  0.694
42 O -0.56410 -2.98892 1.22777  -0.616
43 O -0.21095 -5.00142 1.99831  -0.329
44 H -0.56525 -8.28495 2.57700  0.359
45 H -1.27481 -6.94676 3.44890  0.376
46 H 0.36984 -7.04643 3.53997  0.358
47 H 0.50743 -6.55929 1.00256  0.278
48 H -2.42108 -6.59046 1.21782  0.287
49 H -1.39667 -6.78051 -0.19719  0.282
50 C -4.01023 2.66060 6.91960  -1.342
51 C -2.56130 3.03680 6.65499  0.478
52 C -1.53007 1.86838 6.75875  -0.418
53 O -1.18024 1.63346 5.45086  -0.321
54 C -1.60976 2.55121 4.65323  0.671
55 O -1.36956 2.59953 3.50651  -0.535
56 O -2.40674 3.40919 5.28344  -0.355
57 H -4.33867 1.95839 6.15334  0.342
58 H -4.54826 3.58346 6.70292  0.341
59 H -4.33011 2.35239 7.91497  0.359
60 H -2.46070 3.89444 7.32014  0.263
61 H -1.81191 0.92497 7.22637  0.264
62 H -0.62433 2.15973 7.29058  0.251
63 C -5.13281 -4.60617 -4.41721  -1.385
64 C -4.57473 -3.34471 -5.14384  0.407
65 C -5.46440 -2.18813 -5.05289  -0.392
66 O -4.59811 -1.19534 -4.50323  -0.328
67 C -3.46595 -1.76982 -4.04164  0.630
68 O -2.63268 -1.18454 -3.42020  -0.533
69 O -3.37071 -3.03863 -4.42889  -0.314
70 H -5.88505 -5.16345 -4.97551  0.383
71 H -5.52617 -4.42250 -3.41740  0.347
72 H -4.32699 -5.32818 -4.28501  0.351
73 H -4.33905 -3.47355 -6.20021  0.288
74 H -6.33214 -2.38303 -4.42270  0.243
75 H -5.81476 -1.94515 -6.05604  0.304

Properties
- energy above the lowest of the compared OMol25 structures with the same formula, charge and spin (kJ/mol) = 1125.2
- HOMO-LUMO gap (Eh) = 0.209
- charge = -1
- spin multiplicity = 1

=====

# C18H26BrCl2FO4

C18H26BrCl2FO4 in the gas phase in a non-equilibrium geometry (ωB97M-V/def2-TZVPD, the Open Molecules 2025 dataset).

Each line ends with the Mulliken charge.
Atoms and positions in Å:
1 C 1.48579 1.86436 -5.27664  -0.945
2 C 0.99845 1.85758 -3.71037  -0.373
3 C -0.03515 0.63963 -3.31591  0.138
4 F -1.38971 1.19152 -3.07472  -0.359
5 C 0.55249 -0.20849 -2.03461  0.291
6 C 0.61153 -1.83981 -2.37294  0.010
7 O 1.35777 -2.50569 -3.26758  -0.604
8 O -0.33836 -2.57295 -1.47336  -0.259
9 C -1.26654 -1.66085 -0.72711  0.559
10 C -2.58051 -1.66673 -1.70464  -0.235
11 C -3.18620 -3.15098 -2.05011  0.271
12 O -3.95609 -3.24638 -3.16180  -0.531
13 Br -2.86904 -4.84263 -1.03348  -0.116
14 C -1.36753 -2.20723 0.81436  -0.142
15 Cl -0.17522 -3.59428 1.29102  -0.152
16 C -2.27479 -1.70664 1.88110  0.080
17 C -2.19843 -2.34987 3.39811  -0.967
18 Cl -3.48506 -0.35096 1.51813  -0.157
19 C -0.32188 -0.29832 -0.64424  0.758
20 O -0.89704 0.92049 -0.05441  -0.394
21 C 0.15951 1.79819 0.51983  -0.454
22 C 0.34575 1.43962 2.11200  1.092
23 C -0.34239 2.64080 3.03518  -1.283
24 C 1.89892 1.23249 2.59684  0.127
25 C 2.03555 0.55559 4.11327  -1.070
26 C 2.77066 0.21331 1.60022  -0.885
27 H 2.66971 1.91431 -5.29383  0.275
28 H 0.97156 2.74946 -5.85802  0.251
29 H 1.20290 0.82841 -5.76500  0.308
30 H 0.47963 2.90336 -3.46839  0.346
31 H 1.98032 1.74165 -3.04477  0.161
32 H -0.08917 -0.10833 -4.22565  0.228
33 H 1.65291 0.06205 -1.68796  0.387
34 H -2.22072 -1.20691 -2.74636  0.098
35 H -3.46366 -0.96807 -1.34892  0.364
36 H -2.84172 -1.65264 4.09205  0.323
37 H -1.08850 -2.29669 3.79185  0.277
38 H -2.60256 -3.46852 3.41486  0.278
39 H 0.48844 -0.60114 0.16479  -0.500
40 H 1.14588 1.72953 -0.11734  0.066
41 H -0.16347 2.94701 0.47922  0.324
42 H -0.22427 0.43727 2.33857  -0.355
43 H -0.35139 2.36047 4.19534  0.298
44 H 0.19604 3.68203 2.91511  0.317
45 H -1.47939 2.67656 2.69216  0.325
46 H 2.39992 2.30543 2.59137  0.243
47 H 2.02377 -0.62538 4.01271  0.257
48 H 1.13014 0.82534 4.81935  0.300
49 H 3.00670 0.95014 4.68434  0.284
50 H 3.82690 0.07625 2.12761  0.382
51 H 2.24566 -0.85371 1.54175  0.146
52 H 2.95167 0.69522 0.53956  0.214

Properties
- structure (SMILES) = CC[C@H](F)[C@@H]1C(=O)O[C@@](CC(=O)Br)(/C(Cl)=C(/C)Cl)[C@@H]1OC[C@H](C)C(C)C
- HOMO-LUMO gap (Eh) = 0.345
- charge = 0
- spin multiplicity = 1

=====

# C18H26BrINO

C18H26BrINO as an isolated structure in a non-equilibrium geometry (ωB97M-V/def2-TZVPD, the Open Molecules 2025 dataset).

Each line ends with the Mulliken charge.
Atoms and positions in Å:
1 C 4.22015 0.48463 -0.06336  -0.749
2 C 3.28223 -0.44181 -0.25730  -0.402
3 C 2.89039 -0.91682 -1.62694  0.094
4 C 3.03689 -2.44977 -1.77048  -1.000
5 C 1.68409 -2.94057 -2.31142  0.569
6 I 1.89874 -3.53316 -4.40393  0.196
7 O 1.12064 -4.04012 -1.69982  -0.389
8 C 0.14833 -3.81506 -0.66390  -0.699
9 C 0.64761 -3.06883 0.55917  0.725
10 C -0.44420 -3.04695 1.62973  -1.588
11 C 0.86324 -1.71248 -2.41090  -0.810
12 N 1.46940 -0.64144 -2.05856  0.396
13 C 0.74010 0.66389 -2.18999  -0.171
14 Br 1.65678 2.14074 -1.36770  -0.037
15 C -0.69077 0.51530 -1.63368  -0.117
16 C -1.41736 1.82763 -1.32822  -1.527
17 H 4.20822 1.15633 0.78640  0.323
18 H 5.02462 0.61086 -0.78322  0.277
19 H 2.80125 -0.92433 0.59023  0.270
20 H 3.56406 -0.44656 -2.34577  0.614
21 H 3.85137 -2.72043 -2.43113  0.295
22 H 3.16862 -2.95350 -0.81399  0.328
23 H -0.75917 -3.35050 -1.06747  0.258
24 H -0.14829 -4.81856 -0.36190  0.470
25 H 1.56903 -3.50917 0.94256  0.307
26 H 0.85313 -2.02382 0.30295  -0.358
27 H -0.14815 -2.40958 2.46159  0.403
28 H -0.64128 -4.04652 2.01465  0.405
29 H -1.36722 -2.62270 1.23035  0.358
30 H -0.15072 -1.72953 -2.78301  0.458
31 H 0.70825 0.90827 -3.24909  0.344
32 H -1.27125 -0.03689 -2.37525  0.403
33 H -0.62818 -0.09702 -0.73050  0.170
34 H -1.11033 2.65320 -1.96602  0.397
35 H -2.48307 1.68336 -1.50640  0.413
36 H -1.31712 2.09725 -0.27952  0.379
37 C -4.29371 3.06242 3.15707  -0.387
38 C -3.15623 2.26921 3.09657  -0.401
39 C -1.93285 2.83655 2.76590  -0.372
40 C -1.84439 4.19669 2.50135  -0.387
41 C -2.98200 4.98954 2.56459  -0.400
42 C -4.20631 4.42174 2.88953  -0.376
43 H -5.24810 2.62199 3.41474  0.370
44 H -3.22424 1.20966 3.30943  0.370
45 H -1.04516 2.21657 2.71593  0.464
46 H -0.88947 4.63990 2.24803  0.371
47 H -2.91431 6.05051 2.36222  0.374
48 H -5.09328 5.03990 2.93651  0.369

Properties
- HOMO-LUMO gap (Eh) = 0.250
- charge = +1
- spin multiplicity = 1

=====

Question: What is the spin multiplicity in the second record?
Answer: 1

=====

Question: charge of number 2 (C18H25PPtS4)?
Answer: +2